Record 1
C6H14O | the ωB97M-V functional and the def2-TZVPD basis

Positions of all 21 atoms, in Å:
C -1.056 -1.138 -1.103
C -1.810 -0.433 0.024
C -1.409 1.029 0.242
C 0.013 1.293 0.760
C 1.184 0.884 -0.139
O 1.618 -0.425 0.179
C 2.572 -0.922 -0.726
H -1.459 -2.140 -1.280
H -0.004 -1.248 -0.839
H -1.126 -0.570 -2.041
H -2.887 -0.464 -0.191
H -1.667 -0.987 0.962
H -1.565 1.586 -0.695
H -2.105 1.472 0.969
H 0.155 0.803 1.733
H 0.097 2.373 0.942
H 0.889 0.943 -1.201
H 2.027 1.577 0.004
H 2.186 -0.925 -1.759
H 2.796 -1.952 -0.434
H 3.502 -0.333 -0.703

Summary:
- gap between HOMO and LUMO (eV) = 10.96
- lowest unoccupied orbital energy (eV) = 1.1
- HOMO (eV) = -9.8270



Record 2
C6H14O | the ωB97M-V functional and the def2-TZVPD basis

Positions of all 21 atoms, in Å:
C 1.691 -2.258 -1.861
C 0.412 -1.780 -1.348
C 0.432 -1.140 0.047
C -0.597 -0.017 0.056
C -0.644 0.827 1.315
C -1.628 1.967 1.138
O -1.662 2.713 2.335
H 5.084 1.480 -1.294
H 1.727 -3.005 -2.647
H 2.629 -1.854 -1.497
H 0.025 -0.992 -2.065
H -0.365 -2.556 -1.422
H 0.208 -1.885 0.820
H 1.430 -0.745 0.279
H -1.584 -0.455 -0.148
H -0.367 0.635 -0.798
H -0.941 0.225 2.182
H 0.348 1.242 1.529
H -1.310 2.588 0.282
H -2.621 1.557 0.887
H -2.266 3.453 2.210

Summary:
- gap between HOMO and LUMO (spin up / spin down) (eV) = 10.94 / 8.82
- lowest unoccupied orbital energy (spin up / spin down) (eV) = 0.6 / 1.0
- HOMO (spin up / spin down) (eV) = -10.3247 / -7.8460



Record 3
C6H14O | the ωB97M-V functional and the def2-TZVPD basis

Positions of all 21 atoms, in Å:
C -0.561 2.115 -0.839
C 0.401 1.007 -0.408
C 1.617 0.930 -1.328
C -0.264 -0.382 -0.335
C -0.517 -0.863 1.088
C -0.919 -2.332 1.108
O 0.698 -0.685 1.809
H -0.026 3.067 -0.943
H -1.360 2.265 -0.104
H -1.029 1.890 -1.806
H 0.760 1.250 0.599
H 2.168 1.876 -1.362
H 1.307 0.673 -2.349
H 2.301 0.148 -0.978
H 0.387 -1.124 -0.817
H -1.213 -0.399 -0.887
H -1.311 -0.242 1.537
H -0.063 -2.927 0.771
H -1.766 -2.533 0.443
H -1.192 -2.660 2.118
H 0.584 -1.074 2.684

Summary:
- gap between HOMO and LUMO (eV) = 11.18
- lowest unoccupied orbital energy (eV) = 1.0
- HOMO (eV) = -10.2074



Record 4
C6H14O | the ωB97M-V functional and the def2-TZVPD basis

Positions of all 21 atoms, in Å:
C 3.360 0.180 1.498
C 2.406 0.439 0.335
C 1.064 -0.242 0.540
O 0.163 0.212 -0.440
C -1.099 -0.403 -0.347
C -2.036 0.231 -1.360
C -3.403 -0.447 -1.382
H 3.481 -0.893 1.686
H 4.353 0.596 1.301
H 2.984 0.638 2.420
H 2.233 1.516 0.218
H 2.842 0.086 -0.606
H 0.672 -0.014 1.547
H 1.180 -1.339 0.481
H -1.507 -0.287 0.674
H -1.008 -1.488 -0.536
H -1.566 0.174 -2.349
H -2.141 1.296 -1.121
H -3.905 -0.369 -0.410
H -3.313 -1.512 -1.625
H -4.059 0.009 -2.130

Summary:
- gap between HOMO and LUMO (eV) = 10.95
- lowest unoccupied orbital energy (eV) = 1.2
- HOMO (eV) = -9.7652



Record 5
C6H14O | the ωB97M-V functional and the def2-TZVPD basis

Positions of all 21 atoms, in Å:
C -1.457 -0.865 1.775
C -0.829 0.479 1.417
C 0.421 0.403 0.531
C 1.286 -0.822 0.714
C 1.990 -1.375 -0.257
C 2.891 -2.586 -0.072
H -0.775 -1.452 2.390
H -2.381 -0.728 2.327
H -1.586 -1.463 0.874
H -1.561 1.099 0.908
H -0.552 1.053 2.303
H 0.200 0.525 -0.537
H 1.052 1.260 0.765
H 1.350 -1.244 1.709
H 1.875 -1.043 -1.282
H 2.460 -3.285 0.643
H 2.949 -3.128 -1.014
H 3.892 -2.268 0.212
H -2.637 3.359 -3.339
H -2.996 4.797 -3.436
O -3.412 3.928 -3.431

Summary:
- gap between HOMO and LUMO (eV) = 9.88
- lowest unoccupied orbital energy (eV) = 0.7
- HOMO (eV) = -9.1636



Record 6
C6H14O | the ωB97M-V functional and the def2-TZVPD basis

Positions of all 21 atoms, in Å:
C 0.291 0.094 -0.849
C -0.265 -0.908 0.182
C -1.525 -0.492 0.943
C 1.828 0.108 -0.904
C -2.742 -0.264 0.062
C 2.496 0.700 0.334
O -0.183 1.420 -0.646
H 0.015 1.680 0.269
H -0.075 -0.210 -1.838
H 0.500 -1.144 0.929
H -0.449 -1.861 -0.332
H -1.765 -1.285 1.663
H -1.325 0.407 1.537
H 2.204 -0.908 -1.071
H 2.140 0.714 -1.764
H -2.959 -1.147 -0.545
H -3.617 -0.058 0.688
H -2.607 0.591 -0.606
H 2.266 0.126 1.236
H 2.187 1.737 0.500
H 3.584 0.699 0.210

Summary:
- gap between HOMO and LUMO (eV) = 11.09
- lowest unoccupied orbital energy (eV) = 1.0
- HOMO (eV) = -10.0922



Record 7
C6H14O | the ωB97M-V functional and the def2-TZVPD basis

Positions of all 21 atoms, in Å:
C 2.877 0.877 -1.666
C 1.346 0.841 -1.510
C 0.856 -0.214 -0.513
C -0.590 0.022 -0.078
C -1.058 -0.888 1.056
C -2.393 -0.435 1.619
O -2.749 -1.294 2.685
H 3.310 1.758 -1.177
H 3.185 0.895 -2.716
H 3.344 0.002 -1.202
H 0.989 1.824 -1.177
H 0.865 0.666 -2.481
H 0.962 -1.216 -0.952
H 1.501 -0.200 0.377
H -1.261 -0.083 -0.943
H -0.679 1.068 0.250
H -1.145 -1.928 0.717
H -0.323 -0.881 1.871
H -2.302 0.609 1.964
H -3.156 -0.449 0.822
H -3.581 -0.976 3.056

Summary:
- gap between HOMO and LUMO (eV) = 11.30
- lowest unoccupied orbital energy (eV) = 1.0
- HOMO (eV) = -10.2946



Record 8
C6H14O | the ωB97M-V functional and the def2-TZVPD basis

Positions of all 21 atoms, in Å:
C 0.651 0.616 -0.063
C -0.212 0.138 -1.007
C 0.242 1.191 1.255
C 2.141 0.713 -0.309
C 0.272 -0.547 -2.297
C -1.711 0.067 -0.841
H 1.132 1.350 1.886
H -0.484 0.581 1.818
H -0.215 2.172 1.038
H 2.481 1.700 0.047
H 2.396 0.618 -1.378
H 2.680 -0.069 0.252
H -0.320 -1.477 -2.328
H 1.342 -0.810 -2.354
H 0.012 0.065 -3.176
H -2.059 0.535 0.096
H -2.139 -0.948 -0.907
H -2.084 0.662 -1.691
O -1.211 -1.823 3.367
H -1.712 -2.160 2.591
H -1.202 -2.575 4.002

Summary:
- gap between HOMO and LUMO (eV) = 9.00
- lowest unoccupied orbital energy (eV) = 0.8
- HOMO (eV) = -8.2463



Record 9
C6H14O | the ωB97M-V functional and the def2-TZVPD basis

Positions of all 21 atoms, in Å:
C -1.733 -0.568 -1.195
C -1.117 -0.333 0.186
C -2.133 0.309 1.132
C 0.152 0.530 0.123
C 1.424 -0.223 -0.250
C 2.650 0.677 -0.135
O 1.530 -1.318 0.651
H -2.659 -1.149 -1.115
H -1.056 -1.120 -1.859
H -1.981 0.384 -1.682
H -0.827 -1.303 0.606
H -3.039 -0.302 1.220
H -2.431 1.303 0.774
H -1.705 0.427 2.134
H 0.325 0.985 1.108
H 0.009 1.357 -0.588
H 1.340 -0.598 -1.285
H 2.762 1.003 0.906
H 2.561 1.565 -0.770
H 3.565 0.146 -0.426
H 2.361 -1.773 0.468

Summary:
- gap between HOMO and LUMO (eV) = 11.20
- lowest unoccupied orbital energy (eV) = 1.0
- HOMO (eV) = -10.2235



Record 10
C6H14O2 | the ωB97M-V functional and the def2-TZVPD basis

Positions of all 22 atoms, in Å:
C 0.043 -1.724 -3.029
C 1.379 -1.229 -2.538
C 2.544 -1.286 -3.160
C 1.399 -1.544 1.331
C 1.311 -1.822 -0.163
C 1.581 -0.865 -1.061
H 0.206 -2.344 -3.903
H -0.544 -2.272 -2.280
H -0.613 -0.866 -3.191
H 2.655 -1.729 -4.160
H 3.493 -1.065 -2.728
H 2.379 -1.753 1.776
H 0.673 -2.251 1.735
H 1.118 -0.489 1.473
H 1.135 -2.860 -0.393
H 2.041 0.082 -0.864
H -3.911 2.322 4.291
H -4.459 3.123 3.072
O -4.656 2.851 3.989
H -2.657 5.985 3.079
H -2.902 4.535 3.338
O -2.215 5.200 3.386

Summary:
- gap between HOMO and LUMO (eV) = 9.25
- lowest unoccupied orbital energy (eV) = 0.6
- HOMO (eV) = -8.6716



Record 11
C6H14O2 | the ωB97M-V functional and the def2-TZVPD basis

Positions of all 22 atoms, in Å:
C -2.114 1.008 -0.040
C -1.691 -0.292 0.438
C -0.264 -0.665 -0.505
C 1.071 -0.308 0.134
C 1.090 1.174 0.353
C 2.167 -0.801 -0.764
H -2.009 1.279 -1.099
H -3.008 1.163 0.142
H -1.536 1.664 -0.052
H -1.250 -0.283 1.222
H -2.960 -1.183 -0.587
H -0.511 -2.086 -0.225
H -0.345 -0.584 -1.518
H 2.200 1.653 0.988
H 0.944 1.867 -0.424
H 0.181 1.706 1.075
H 2.057 -1.671 -0.733
H 2.238 -0.292 -1.531
H 3.073 -0.622 -0.237
H 2.127 -0.412 1.713
O -2.586 -1.384 0.300
O 1.126 -0.929 1.350

Summary:
- gap between HOMO and LUMO (eV) = 9.92
- lowest unoccupied orbital energy (eV) = 0.7
- HOMO (eV) = -9.2477



Record 12
C6H14O2 | the ωB97M-V functional and the def2-TZVPD basis

Positions of all 22 atoms, in Å:
C -2.243 0.456 0.044
C -0.951 1.124 -0.131
C -0.710 1.686 -1.308
C 1.987 0.189 2.309
C 0.963 0.375 1.125
C -0.159 1.073 1.082
H -2.349 -0.622 0.418
H -2.864 0.748 0.882
H -2.905 0.520 -0.926
H -1.341 1.909 -2.097
H 0.234 2.200 -1.646
H 2.142 -0.922 2.583
H 1.720 0.651 3.315
H 2.995 0.600 2.120
H 1.358 -0.154 0.218
H -0.660 1.493 1.971
H 1.322 -2.778 0.363
H 1.326 -2.021 -1.028
O 1.405 -1.868 0.080
H -1.265 -1.305 -2.186
H 0.028 -0.981 -2.640
O -0.539 -1.726 -2.588

Summary:
- gap between HOMO and LUMO (eV) = 9.51
- lowest unoccupied orbital energy (eV) = 0.6
- HOMO (eV) = -8.8958



Record 13
C6H14O2 | the ωB97M-V functional and the def2-TZVPD basis

Positions of all 22 atoms, in Å:
C 2.073 1.958 0.695
C 2.023 1.508 1.941
C 1.393 1.218 -0.457
C 0.546 0.028 -0.143
C 0.633 -1.119 -0.800
C -0.164 -2.365 -0.486
H 2.517 2.848 0.264
H 2.742 1.860 2.678
H 1.567 0.553 2.156
H 2.016 1.062 -1.338
H 0.726 2.033 -0.833
H -0.094 0.056 0.725
H 1.390 -1.160 -1.590
H -0.671 -2.663 -1.405
H -0.898 -2.083 0.269
H 0.373 -3.288 -0.243
H -2.433 0.084 1.847
H -2.843 1.077 0.744
O -2.272 0.316 0.922
H -3.035 -0.729 -0.885
H -2.363 -0.602 -2.230
O -3.225 -0.591 -1.829

Summary:
- gap between HOMO and LUMO (eV) = 9.47
- lowest unoccupied orbital energy (eV) = 0.5
- HOMO (eV) = -8.9849



Record 14
C6H14O2 | the ωB97M-V functional and the def2-TZVPD basis

Positions of all 22 atoms, in Å:
C -1.023 -0.602 0.816
C -1.455 -0.010 1.959
C 1.282 0.206 1.126
C 0.382 -0.479 0.364
C 0.655 -1.065 -0.974
C 2.736 0.379 0.871
H -1.719 -1.061 0.120
H -0.848 0.396 2.658
H -2.519 0.038 2.031
H 0.902 0.485 2.095
H -0.001 -2.069 -1.166
H 1.667 -1.350 -1.099
H 0.193 -0.357 -1.689
H 3.083 -0.387 0.139
H 3.218 0.359 1.734
H 2.838 1.358 0.342
H -2.339 -0.860 -1.836
H -3.296 -1.834 -1.586
O -3.226 -0.835 -1.656
H -0.731 2.594 -0.812
H 0.333 2.231 -1.956
O -0.133 2.861 -1.480

Summary:
- gap between HOMO and LUMO (eV) = 8.88
- lowest unoccupied orbital energy (eV) = 0.6
- HOMO (eV) = -8.3131



Record 15
C6H14O2 | the ωB97M-V functional and the def2-TZVPD basis

Positions of all 22 atoms, in Å:
C -0.522 2.031 3.082
C -0.860 1.973 1.645
C -1.761 2.797 1.116
C -0.378 0.760 0.880
C 1.098 0.736 0.591
C 1.467 0.458 -0.672
H -0.172 3.064 3.303
H 0.129 1.351 3.639
H -1.455 1.917 3.665
H -2.365 3.519 1.670
H -2.049 2.793 0.093
H -0.548 -0.076 1.572
H -0.984 0.481 0.018
H 1.821 0.740 1.385
H 0.712 0.527 -1.427
H 2.511 0.325 -0.853
H 1.350 -2.472 -1.964
H 0.025 -2.824 -1.116
O 0.987 -2.830 -1.167
H -0.340 -5.159 -5.608
H 0.848 -5.316 -4.571
O 0.486 -4.793 -5.283

Summary:
- gap between HOMO and LUMO (eV) = 9.81
- lowest unoccupied orbital energy (eV) = 0.7
- HOMO (eV) = -9.0807



Record 16
C6H14O2 | the ωB97M-V functional and the def2-TZVPD basis

Positions of all 22 atoms, in Å:
C -0.037 -0.098 0.313
C -2.634 -0.024 0.321
C -0.996 0.761 -0.312
C 1.427 1.146 -0.151
C 0.191 -1.448 -0.322
C 2.583 0.546 -0.925
O -0.113 -0.137 1.689
O -2.662 -1.225 1.050
H 0.542 -0.759 2.025
H -2.193 -1.061 1.878
H -3.050 0.805 0.903
H -3.226 -0.200 -0.578
H -1.049 0.651 -1.387
H -1.079 1.773 0.064
H 1.128 2.089 -0.609
H 1.731 1.398 0.866
H 1.097 -1.905 0.079
H -0.631 -2.129 -0.101
H 0.309 -1.355 -1.399
H 3.441 1.224 -0.985
H 2.286 0.328 -1.954
H 2.934 -0.381 -0.464

Summary:
- gap between HOMO and LUMO (eV) = 8.48
- lowest unoccupied orbital energy (eV) = 0.7
- HOMO (eV) = -7.7318



Record 17
C6H14O2 | the ωB97M-V functional and the def2-TZVPD basis

Positions of all 22 atoms, in Å:
C 0.691 0.358 0.386
C -0.696 -0.177 -1.161
C 0.464 -0.590 1.538
C 0.515 1.822 0.696
C -1.977 0.376 -0.617
C -0.637 -1.658 -1.356
O 1.510 0.035 -0.551
O 3.064 0.403 0.534
H 3.460 -0.474 0.437
H -0.282 0.397 -1.983
H -0.577 -0.559 1.865
H 1.091 -0.273 2.372
H 0.740 -1.603 1.258
H -0.326 2.007 1.363
H 0.423 2.400 -0.222
H 1.437 2.130 1.192
H -1.348 -1.949 -2.140
H -2.776 0.185 -1.347
H -1.935 1.452 -0.465
H -2.268 -0.111 0.315
H 0.354 -1.980 -1.665
H -0.927 -2.191 -0.449

Summary:
- gap between HOMO and LUMO (spin up / spin down) (eV) = 9.40 / 8.00
- lowest unoccupied orbital energy (spin up / spin down) (eV) = -0.1 / 0.1
- HOMO (spin up / spin down) (eV) = -9.4509 / -7.9049



Record 18
C6H14O3Yb | the ωB97M-V functional and the def2-TZVPD basis

Positions of all 24 atoms, in Å:
C 1.948 -2.507 0.947
O 2.586 -1.665 0.040
C 0.450 -2.215 1.017
O 0.332 -0.791 1.158
C -0.936 -0.207 0.915
C -0.709 1.285 0.850
O 0.398 1.514 -0.034
C 0.476 2.852 -0.523
Yb 1.981 0.063 -0.062
H 2.369 -2.398 1.967
H 2.058 -3.573 0.673
H -0.039 -2.711 1.868
H -0.050 -2.510 0.080
H -1.648 -0.457 1.715
H -1.356 -0.567 -0.075
H -0.475 1.715 1.834
H -1.607 1.776 0.452
H 1.357 2.918 -1.168
H -0.428 3.083 -1.101
H 0.578 3.544 0.323
C -1.816 0.199 -2.683
H -0.794 0.437 -2.975
H -2.212 -0.798 -2.865
H -2.462 1.013 -2.354

Summary:
- 2S+1 = 2
- gap between HOMO and LUMO (spin up / spin down) (eV) = 6.82 / 6.79
- lowest unoccupied orbital energy (spin up / spin down) (eV) = -3.8 / -3.8
- HOMO (spin up / spin down) (eV) = -10.6021 / -10.5997
- charge = +1



Record 19
C6H14O3Yb | the ωB97M-V functional and the def2-TZVPD basis

Positions of all 24 atoms, in Å:
H 2.793 0.385 0.323
C 3.399 0.962 -0.474
H 3.011 1.387 -1.409
H 4.173 0.252 -0.789
H 3.812 1.812 0.086
C 0.816 -1.641 1.959
O -0.325 -1.905 1.524
C -1.465 -1.017 1.780
C -2.240 -0.818 0.503
O -1.420 -0.377 -0.562
C -1.675 0.899 -1.191
C -0.343 1.375 -1.763
O 0.434 0.365 -2.330
H 0.983 -0.727 2.544
H 1.570 -2.423 1.823
H -1.072 -0.076 2.185
H -2.080 -1.538 2.522
H -3.019 -0.066 0.688
H -2.668 -1.776 0.184
H -2.063 1.616 -0.455
H -2.445 0.736 -1.959
H 0.228 1.785 -0.908
H -0.560 2.205 -2.459
Yb 0.155 -1.416 -1.819

Summary:
- 2S+1 = 2
- gap between HOMO and LUMO (spin up / spin down) (eV) = 7.72 / 6.70
- lowest unoccupied orbital energy (spin up / spin down) (eV) = -13.9 / -14.9
- HOMO (spin up / spin down) (eV) = -21.6308 / -21.6300
- charge = +3



Record 20
C6H14O4P | the ωB97M-V functional and the def2-TZVPD basis

Positions of all 25 atoms, in Å:
C -0.975 -0.173 -2.281
C 0.698 1.699 -1.955
C -0.702 -1.306 2.948
C -1.072 0.990 2.258
C 0.560 0.081 -1.986
C -1.740 -0.316 2.700
O 1.501 -2.039 -0.545
O 2.749 0.152 -0.312
O 1.249 -0.446 -3.107
O -2.892 -0.643 2.822
P 1.060 -0.657 -0.336
H -0.900 -1.144 -2.934
H -1.314 -0.357 -1.203
H -1.421 0.728 -2.666
H 1.659 1.867 -1.578
H 0.595 2.088 -3.031
H -0.121 2.306 -1.427
H -1.042 -2.436 2.955
H 0.138 -1.078 2.328
H -0.199 -1.316 3.955
H -0.494 1.316 3.068
H -0.506 0.779 1.336
H -1.784 1.796 2.140
H 1.658 -1.280 -2.697
H 3.297 -0.611 -0.453

Summary:
- gap between HOMO and LUMO (eV) = 7.17
- lowest unoccupied orbital energy (eV) = 3.5
- HOMO (eV) = -3.6816
- charge = -1



Which relative energy (zero: lowest compared OMol25 entry of this formula, charge and spin) belongs to each record? In order, 84.96 501.16 25.67 56.28 108.44 37.34 46.54 92.67 15.66 245.50 1046.74 373.26 218.21 313.48 255.92 338.74 526.00 218.08 20.36 0.00 kJ/mol.